9
Properties=species:S:1:pos:R:3:mulliken_charge:R:1 method="wB97M-V/def2-TZVPD" lumo_ev="-1.353 / -3.457" multiplicity=1 relative_energy_ev=9.789
S -1.274 1.327 -0.994 0.075
O 0.426 2.028 0.829 -0.484
O 0.481 -1.541 0.138 -0.059
O -1.325 3.174 0.912 -0.500
N -0.554 -3.669 -0.172 -0.361
N -0.653 2.307 0.484 0.898
N 1.174 -0.853 -0.725 -0.418
C -0.070 -2.635 -0.186 0.561
H 1.796 -0.138 -0.287 0.287